C2HF2O3S | ωB97M-V with the def2-TZVPD basis set

Geometry as ORCA input:
```
! wB97M-V def2-TZVPD RIJCOSX def2/J DEFGRID3
* xyz -1 1
C -0.238 -0.755 -1.365
C -0.544 0.553 0.193
O 2.037 0.295 0.406
O -1.198 -1.271 -1.806
O 0.558 -0.588 2.210
F -1.596 0.149 0.940
F -0.883 1.744 -0.385
S 0.978 0.566 1.388
H 0.885 -0.693 -1.580
*
```

Highest occupied orbital energy   -3.35 eV
Orbital gap   7.3 eV
Calculated total energy   -24501.888 eV
ΔE to the lowest compared entry with this formula, charge and spin   52.40 kcal/mol
Largest force on an atom   5.0 eV/Å
E_LUMO   3.91 eV

***

CH11O5 | ωB97M-V with the def2-TZVPD basis set

Geometry as ORCA input:
```
! wB97M-V def2-TZVPD RIJCOSX def2/J DEFGRID3
* xyz -1 1
C -1.068 0.924 -1.443
O -0.033 0.172 -0.863
H -1.743 1.284 -0.659
H -0.618 1.771 -1.990
H -1.669 0.356 -2.173
H 1.285 1.569 3.202
H 1.773 2.991 3.357
O 1.623 2.186 3.856
H -0.988 -0.587 0.336
H -2.440 -1.063 0.195
O -1.687 -1.096 0.805
H 0.899 -1.888 0.824
H 1.273 -0.520 0.297
O 1.615 -1.254 0.832
H 1.230 -2.022 -2.150
H 0.146 -1.049 -1.854
O 0.402 -1.774 -2.571
*
```

Highest occupied orbital energy   -4.48 eV
Orbital gap   8.1 eV
Calculated total energy   -11454.067 eV
ΔE to the lowest compared entry with this formula, charge and spin   13.55 kcal/mol
Largest force on an atom   1.4 eV/Å
E_LUMO   3.57 eV

***

C11H44O11 | ωB97M-V with the def2-TZVPD basis set

Geometry as ORCA input:
```
! wB97M-V def2-TZVPD RIJCOSX def2/J DEFGRID3
* xyz -1 2
C -0.804 -3.487 -3.109
O -1.850 -4.394 -3.086
H -1.017 -2.438 -2.902
H -0.018 -3.839 -2.441
H -0.283 -3.491 -4.067
H -2.462 -4.139 -2.392
C 1.004 3.018 1.460
O 1.759 4.058 2.119
H 0.589 2.371 2.233
H 0.160 3.369 0.865
H 1.581 2.356 0.814
H 2.619 3.767 2.432
C 0.364 -0.889 -0.120
O 0.770 -1.076 -1.500
H 1.076 -0.560 0.637
H -0.460 -0.179 -0.060
H -0.067 -1.853 0.151
H 0.581 -0.289 -2.016
C 2.598 1.582 -5.673
O 2.969 1.049 -4.466
H 3.481 1.550 -6.311
H 1.778 0.976 -6.058
H 2.271 2.622 -5.684
H 2.251 1.080 -3.830
C 3.377 0.583 3.497
O 3.593 1.971 3.238
H 4.053 0.032 4.151
H 2.456 0.431 4.061
H 3.061 0.112 2.566
H 4.465 1.972 2.836
C 0.158 -2.603 3.066
O -1.135 -2.495 2.605
H 0.217 -2.187 4.072
H 0.522 -3.616 3.237
H 0.857 -2.141 2.369
H -1.666 -2.776 3.354
C -3.594 3.029 1.562
O -2.888 2.142 0.693
H -3.518 4.064 1.226
H -4.674 2.906 1.492
H -3.344 2.898 2.615
H -2.216 1.780 1.275
C -1.554 0.822 3.982
O -1.699 0.350 2.650
H -1.800 -0.038 4.604
H -0.484 0.999 4.092
H -2.191 1.705 4.049
H -1.774 -0.601 2.548
C -0.071 2.087 -2.265
O 0.447 1.227 -3.217
H 0.617 2.094 -1.420
H -0.325 3.076 -2.647
H -0.959 1.538 -1.952
H 0.256 1.560 -4.097
C -3.741 -0.076 -1.115
O -3.990 1.035 -1.838
H -2.832 -0.071 -0.513
H -4.607 -0.277 -0.484
H -3.667 -0.879 -1.848
H -3.810 1.850 -1.364
C 2.248 -4.302 -0.554
O 2.688 -2.972 -0.669
H 2.175 -4.609 -1.598
H 3.089 -4.905 -0.209
H 1.367 -4.404 0.079
H 2.006 -2.474 -1.126
*
```

Highest occupied orbital energy (alpha / beta)   0.43 / -7.17 eV
Orbital gap (alpha / beta)   1.7 / 9.3 eV
<S²>   0.750
Calculated total energy   -34636.423 eV
ΔE to the lowest compared entry with this formula, charge and spin   22.16 kcal/mol
Largest force on an atom   3.3 eV/Å
E_LUMO (alpha / beta)   2.16 / 2.10 eV

***

C3H3LaO3 | ωB97M-V with the def2-TZVPD basis set

Geometry as ORCA input:
```
! wB97M-V def2-TZVPD RIJCOSX def2/J DEFGRID3
* xyz 3 2
O 0.612 -0.936 0.573
La 4.645 0.716 0.406
O 2.093 0.440 -0.417
C 1.013 -0.152 -0.277
O -0.029 0.445 -1.074
C -1.263 0.309 -0.662
C -1.485 -0.244 0.643
H -2.018 0.324 -1.449
H -1.957 0.404 1.384
H -1.610 -1.304 0.872
*
```

Highest occupied orbital energy (alpha / beta)   -18.68 / -23.87 eV
Orbital gap (alpha / beta)   3.5 / 9.0 eV
<S²>   0.755
Calculated total energy   -10123.876 eV
ΔE to the lowest compared entry with this formula, charge and spin   40.37 kcal/mol
Largest force on an atom   4.6 eV/Å
E_LUMO (alpha / beta)   -15.20 / -14.86 eV

***

C29H28F12IrN3O3S | ωB97M-V with the def2-TZVPD basis set

Geometry as ORCA input:
```
! wB97M-V def2-TZVPD RIJCOSX def2/J DEFGRID3
* xyz 0 5
Ir 1.086 0.763 -0.234
C -3.179 -2.615 -4.660
C -2.404 -2.166 -3.463
C -3.009 -1.967 -2.227
C -2.259 -1.575 -1.143
C -0.875 -1.322 -1.244
N -0.230 -0.919 -0.104
C -0.426 -1.613 1.049
C -0.556 -3.020 0.955
C -0.753 -3.814 2.055
C -0.825 -3.249 3.327
C -1.056 -4.088 4.543
C -0.679 -1.872 3.440
C -0.474 -1.045 2.346
C -0.519 0.469 2.579
O -0.017 1.300 1.651
C 0.194 0.864 3.923
F 1.328 0.173 4.113
F 0.541 2.153 3.890
F -0.529 0.708 5.044
C -2.041 0.798 2.744
F -2.677 0.098 3.694
F -2.266 2.090 3.012
F -2.698 0.522 1.605
C -0.269 -1.478 -2.514
C -1.040 -1.916 -3.577
C 1.214 -1.141 -2.705
O 1.519 0.120 -2.344
C 2.068 -2.203 -1.921
F 3.292 -2.397 -2.431
F 2.277 -1.853 -0.639
F 1.479 -3.408 -1.893
C 1.678 -1.256 -4.185
F 2.934 -0.810 -4.309
F 0.950 -0.502 -5.010
F 1.661 -2.504 -4.684
H -4.090 -3.131 -4.368
H -2.573 -3.277 -5.276
H -3.455 -1.750 -5.266
H -4.070 -2.129 -2.107
H -2.722 -1.426 -0.181
H -0.489 -3.461 -0.029
H -0.854 -4.882 1.926
H -1.650 -4.965 4.302
H -1.562 -3.517 5.316
H -0.102 -4.428 4.947
H -0.767 -1.445 4.428
H -0.596 -2.090 -4.542
C -4.099 3.471 0.094
C -2.911 3.234 -0.818
S -1.431 2.766 0.201
O -0.476 2.325 -0.865
C -0.788 4.439 0.644
C -0.414 5.276 -0.563
H -4.980 3.737 -0.486
H -3.904 4.272 0.803
H -4.319 2.567 0.655
H -2.678 4.086 -1.448
H -3.063 2.355 -1.443
H 0.089 4.202 1.243
H -1.531 4.918 1.276
H 0.077 4.640 -1.300
H 0.278 6.063 -0.269
H -1.284 5.741 -1.024
N 3.962 1.274 -1.869
C 4.296 1.003 -0.595
C 5.651 0.927 -0.211
C 5.981 0.731 1.104
C 4.955 0.615 2.043
C 3.655 0.687 1.603
N 3.317 0.873 0.321
H 4.675 1.186 -2.572
H 3.013 1.053 -2.167
H 6.404 1.014 -0.978
H 7.015 0.659 1.408
H 5.167 0.467 3.088
H 2.833 0.593 2.295
*
```

Highest occupied orbital energy (alpha / beta)   -7.00 / -7.64 eV
Orbital gap (alpha / beta)   7.6 / 5.7 eV
<S²>   6.040
Calculated total energy   -87422.906 eV
ΔE to the lowest compared entry with this formula, charge and spin   23.28 kcal/mol
Largest force on an atom   2.5 eV/Å
E_LUMO (alpha / beta)   0.57 / -1.91 eV

***

C6H5NO2 | ωB97M-V with the def2-TZVPD basis set

Geometry as ORCA input:
```
! wB97M-V def2-TZVPD RIJCOSX def2/J DEFGRID3
* xyz 0 1
H 0.507 -0.218 -2.924
N -0.035 -0.867 -2.377
C 0.240 -0.740 -1.133
C -0.484 -1.370 -0.039
C -0.962 -0.617 1.018
C -0.900 0.834 1.204
C -0.013 1.650 0.623
O 1.188 1.202 0.156
C 1.618 0.089 -0.420
O 2.717 -0.332 -0.400
H -0.590 -2.518 0.094
H -1.508 -1.244 1.858
H -1.752 1.402 1.733
H -0.028 2.728 0.606
*
```

Highest occupied orbital energy   -9.36 eV
Orbital gap   9.3 eV
Calculated total energy   -11885.177 eV
ΔE to the lowest compared entry with this formula, charge and spin   77.65 kcal/mol
Largest force on an atom   4.8 eV/Å
E_LUMO   -0.01 eV

***

Number 6 is which compound?
C6H5NO2